1.
Below is a structure of composition C17H22N5OPt, with properties calculated with wB97M-V/def2-TZVPD.

The calculation puts the HOMO-LUMO gap at 7.36 eV. The HOMO energy comes out at -11.1 eV. As for the LUMO energy: -3.76 eV. Its net charge is +1.

Structure (XYZ):
```
46
Properties=species:S:1:pos:R:3:lowdin_charge:R:1
Pt 0.63844 -0.34448 -0.70796 1.209
C 1.57367 -0.01636 3.38201 0.000
C 1.54545 -0.01525 1.89174 -0.247
N 0.59206 -0.53450 1.20779 -0.164
N -0.51240 -1.10950 1.74481 0.100
C -1.34518 -1.48799 0.77942 -0.412
O -1.13303 -1.31692 -0.48710 -0.194
C -2.61726 -2.11778 1.17506 -0.156
C -2.92230 -2.32980 2.51956 -0.022
C -4.13282 -2.90241 2.86977 -0.065
C -5.04250 -3.26504 1.88477 -0.067
C -4.73929 -3.06191 0.54551 -0.066
C -3.52946 -2.48978 0.18970 -0.020
C 2.62427 0.52827 1.05549 -0.200
C 3.77946 1.07207 1.58258 0.018
C 4.79619 1.48368 0.73686 -0.020
C 4.64005 1.32765 -0.62736 -0.025
C 3.45123 0.80067 -1.09649 -0.097
N 2.45737 0.43514 -0.28806 -0.077
H 0.65373 -0.45116 3.75787 0.075
H 1.67549 0.99767 3.77426 0.097
H 2.41846 -0.60246 3.75136 0.101
H -2.20398 -2.04569 3.27528 0.108
H -4.36872 -3.06597 3.91296 0.108
H -5.98975 -3.70890 2.16260 0.109
H -5.44629 -3.35005 -0.22117 0.108
H -3.27747 -2.33183 -0.84929 0.112
H 3.87658 1.15554 2.65628 0.123
H 5.70692 1.90944 1.13641 0.125
H 5.42104 1.60407 -1.32068 0.120
H 3.28151 0.66280 -2.15426 0.106
N 0.46235 -0.22311 -2.81874 -0.111
C 0.63146 1.07018 -3.54000 -0.224
C -0.41317 2.13674 -3.22384 -0.184
C -0.29214 2.86690 -1.88955 -0.275
N -0.77818 2.03901 -0.78316 -0.033
H 1.07962 -0.91606 -3.23369 0.101
H -0.48170 -0.56759 -2.98935 0.099
H 0.59241 0.86346 -4.61071 0.122
H 1.62643 1.45508 -3.31725 0.096
H -1.41837 1.70848 -3.31817 0.121
H -0.32710 2.88264 -4.01590 0.120
H -0.82598 3.81862 -1.96469 0.112
H 0.75918 3.10441 -1.70115 0.110
H -1.75146 1.79238 -0.93034 0.081
H -0.73482 2.53962 0.09680 0.080
```

2.
Below is the ion C2H3N2O2S with charge -1 at a distorted geometry, with properties calculated with wB97M-V/def2-TZVPD.

The calculation puts the HOMO-LUMO gap at 7.70 eV. Its energy relative to the best compared isomer or geometry (same formula, charge and spin) is 48.4 kcal per mole. The HOMO energy comes out at -4.0 eV. As for the LUMO energy: 3.73 eV. Its net charge is -1.

Structure (XYZ):
```
10
Properties=species:S:1:pos:R:3:lowdin_charge:R:1
C 1.02377 -0.97313 0.76904 0.022
N 0.68298 -0.64956 -0.42301 -0.390
O 1.30954 -0.99615 -1.47315 -0.128
N -0.50127 -0.00902 -0.70327 0.039
C -1.18954 1.16438 0.04833 -1.032
O -1.77343 1.91861 -0.72256 -0.118
S -0.98733 1.30723 1.70140 0.473
H 0.39315 -0.59206 1.51841 -0.041
H 1.81911 -1.56681 0.92104 0.041
H -0.77698 0.39651 -1.63623 0.135
```

3.
Below is a cluster of 2 separate species, CH6N2O3S in total at a distorted geometry, with properties calculated with wB97M-V/def2-TZVPD.

The calculation puts the HOMO-LUMO gap (spin up / spin down) at 6.33 / 9.13 eV. Its energy relative to the best compared isomer or geometry (same formula, charge and spin) is 129.6 kcal per mole. The HOMO energy (spin up / spin down) comes out at -7.7 / -9.5 eV. As for the LUMO energy (spin up / spin down): -1.38 / -0.42 eV.

Structure (XYZ):
```
13
Properties=species:S:1:pos:R:3:lowdin_charge:R:1
C 2.36230 0.86480 -0.72065 -0.142
N -2.83868 -1.04295 -0.23531 -0.194
N 0.92563 -0.60071 0.47908 -0.067
O -0.30292 -0.11454 0.09805 -0.294
O -2.82210 0.58368 1.83856 -0.511
O 1.91955 0.43708 0.53908 -0.224
S -2.55273 0.51067 0.42195 0.937
H 2.80766 0.00932 -1.33185 0.091
H 3.16110 1.78575 -0.57971 0.140
H 1.42597 1.24818 -1.20604 0.071
H -2.43110 -1.09598 -1.12581 0.015
H -2.54698 -1.79703 0.31137 0.025
H 0.89229 -0.78828 1.51129 0.152
```

4.
Below is a cluster of 2 separate species, C19H39FIN2O3P in total at a distorted geometry, with properties calculated with wB97M-V/def2-TZVPD.

The calculation puts the HOMO-LUMO gap at 8.36 eV. The HOMO energy comes out at -8.6 eV. As for the LUMO energy: -0.28 eV.

Structure (XYZ):
```
66
Properties=species:S:1:pos:R:3:lowdin_charge:R:1
C 1.74999 1.76112 2.02967 -0.108
C 0.46821 0.77633 2.12026 -0.248
C 0.93115 -0.68030 1.68209 -0.147
C -0.25584 -1.58600 1.04361 -0.276
C -0.02376 -1.30082 -0.52159 -0.269
C -1.08392 -1.97102 -1.49704 -0.047
F -0.05072 0.11655 -0.83094 -0.064
C -0.13175 -3.17201 1.32510 -0.418
C 0.45484 -3.64652 2.76856 -0.228
O -0.36134 -4.70029 3.30625 -0.234
C -0.48135 -4.62983 4.73764 -0.131
P 0.89018 -4.24734 0.13907 0.779
N 2.40826 -3.72050 0.09565 -0.322
N -1.47818 -3.87921 1.29885 0.057
C -2.44089 -2.78539 1.38389 -0.465
O -3.62867 -3.07694 1.22812 0.067
C -1.75178 -1.33302 1.62086 -0.514
I -1.94810 -1.21055 3.82261 1.099
C -2.71067 -0.32798 0.83763 -0.169
C -3.86094 0.34812 1.69417 -0.310
O -4.87631 -0.57698 2.15446 -0.127
H 2.21126 1.77755 3.07489 0.077
H 2.54943 1.36449 1.33759 0.067
H 1.42206 2.81652 1.79290 0.068
H -0.37912 1.18705 1.47323 0.098
H 0.13739 0.82814 3.21124 0.058
H 1.70105 -0.53432 0.84887 0.108
H 1.47885 -1.19436 2.52599 0.115
H 1.01522 -1.63479 -0.86206 0.135
H -0.55354 -2.12613 -2.50026 0.098
H -1.44977 -2.99017 -1.17711 0.059
H -1.97248 -1.30300 -1.73145 0.090
H 1.48007 -4.11608 2.55126 0.114
H 0.58498 -2.80335 3.51156 0.074
H 0.30829 -4.00259 5.25175 0.092
H -0.36906 -5.68830 5.15831 0.100
H -1.50615 -4.24441 5.05890 0.072
H 0.37691 -4.25075 -1.20129 0.011
H 0.89711 -5.62184 0.57494 0.036
H 2.46838 -2.88630 0.70399 -0.047
H -1.53786 -4.41289 0.41771 0.104
H -2.15866 0.53453 0.32764 0.119
H -3.22363 -0.88906 -0.01270 0.122
H -3.47423 1.03318 2.52783 0.095
H -4.40468 1.06083 0.97580 0.127
H -5.68807 -0.04054 2.23906 0.093
C 0.30184 5.18138 -5.08084 -0.115
C 1.69211 4.92379 -4.51394 -0.273
C 1.96791 3.44100 -4.25682 -0.229
C 1.05181 2.78363 -3.22042 -0.228
C 1.06571 3.44248 -1.83950 -0.266
C 2.43026 3.38862 -1.16698 -0.114
H -0.48165 4.86082 -4.39111 0.064
H 0.16088 6.24922 -5.26585 0.069
H 0.16511 4.65271 -6.02768 0.075
H 1.82904 5.50457 -3.59661 0.098
H 2.43522 5.29806 -5.22627 0.104
H 3.01233 3.32525 -3.94986 0.100
H 1.87252 2.89281 -5.20131 0.109
H 1.34520 1.73311 -3.11539 0.106
H 0.02394 2.77081 -3.59559 0.101
H 0.34088 2.92333 -1.20201 0.093
H 0.72556 4.48048 -1.90424 0.100
H 2.76030 2.35378 -1.04266 0.071
H 2.38050 3.84801 -0.17799 0.058
H 3.18841 3.92525 -1.74241 0.068
```